An isolated molecule of C5H9NO at a distorted geometry, computed with wB97M-V/def2-TZVPD.

Output
SMILES = COC(C)(C)C#N
energy = -8866.784 eV
LUMO energy = 0.846 eV
molecular weight = 99.1 Da

Structure (XYZ):
```
16
C5H9NO (wB97M-V/def2-TZVPD)
C 1.89 0.85 -0.11
O 0.89 0.23 -0.90
C -0.26 -0.06 -0.20
C -1.38 -0.51 -1.17
C -0.10 -1.09 0.95
C -0.67 1.33 0.55
N -1.51 1.95 1.05
H 2.00 1.89 -0.41
H 1.64 0.86 0.97
H 2.81 0.29 -0.27
H -1.68 -1.56 -1.08
H -1.13 -0.33 -2.23
H -2.24 0.10 -0.91
H -0.71 -0.68 1.75
H 0.93 -1.19 1.29
H -0.48 -2.09 0.71
```

An isolated molecule of C3H4N2O, computed with wB97M-V/def2-TZVPD.

Output
energy = -8199.791 eV
LUMO energy = -0.878 eV
molecular weight = 84.1 Da

Structure (XYZ):
```
10
C3H4N2O (wB97M-V/def2-TZVPD)
O 0.93 0.75 -2.41
C -0.18 0.08 -2.39
C -0.45 -0.31 -0.92
N 0.38 0.07 -0.03
C 0.15 -0.16 1.33
N -0.92 0.21 1.89
H 1.31 0.84 -1.49
H -1.35 -0.88 -0.68
H 1.01 -0.63 1.83
H -0.88 0.02 2.89
```

C24H48As2F12HgO12S6 as an isolated structure at a distorted geometry, computed with wB97M-V/def2-TZVPD.

Output
energy = -273711.750 eV
LUMO energy = 0.044 eV
molecular weight = 1299.4 Da

Structure (XYZ):
```
105
C24H48As2F12HgO12S6 (wB97M-V/def2-TZVPD)
Hg 0.18 0.08 -0.18
As -3.25 1.68 -1.36
F -4.76 2.54 -1.96
F -2.91 3.09 -0.35
F -1.69 0.97 -0.79
F -3.64 0.25 -2.43
F -2.28 2.45 -2.67
F -4.31 0.98 -0.07
As 1.33 -3.72 -1.05
F 2.95 -3.16 -0.54
F 1.95 -5.25 -1.69
F -0.27 -4.16 -1.73
F 0.75 -2.11 -0.60
F 1.63 -2.97 -2.66
F 0.93 -4.39 0.58
C -4.35 -3.20 2.43
C -3.10 -4.15 2.38
C -2.18 -3.80 1.18
S -2.83 -2.17 0.53
O -3.67 -2.46 -0.63
O -1.62 -1.32 0.44
C -3.99 -1.73 1.90
H -4.83 -3.09 3.41
H -5.13 -3.58 1.77
H -3.36 -5.21 2.36
H -2.58 -3.95 3.31
H -2.17 -4.46 0.30
H -1.17 -3.55 1.48
H -4.78 -1.13 1.46
H -3.32 -1.32 2.66
C -3.50 3.08 4.03
C -2.81 4.16 3.25
C -1.39 3.72 2.78
S -1.30 1.84 3.00
O -0.40 1.66 4.14
O -1.02 1.14 1.70
C -3.06 1.73 3.47
H -4.58 3.07 3.86
H -3.19 3.17 5.07
H -2.73 5.07 3.85
H -3.47 4.51 2.45
H -0.66 4.20 3.43
H -1.22 3.92 1.72
H -3.38 0.87 4.05
H -3.49 1.63 2.47
C 1.93 5.64 -0.79
C 0.60 5.91 -1.53
C -0.20 4.61 -1.65
S 1.00 3.22 -1.81
O 1.37 2.96 -3.18
O 0.68 2.09 -0.95
C 2.43 4.20 -1.21
H 1.82 5.59 0.29
H 2.68 6.42 -0.91
H 0.79 6.32 -2.52
H 0.09 6.69 -0.96
H -0.98 4.55 -2.41
H -0.63 4.49 -0.66
H 3.09 4.40 -2.05
H 3.03 3.64 -0.50
C 1.53 -3.60 4.50
C 1.87 -2.33 5.28
C 1.55 -0.97 4.49
S 0.50 -1.48 3.06
O 0.91 -0.80 1.84
O -0.89 -1.54 3.51
C 1.16 -3.28 3.09
H 0.74 -4.12 5.06
H 2.33 -4.33 4.50
H 2.92 -2.17 5.50
H 1.37 -2.47 6.24
H 2.48 -0.64 4.04
H 1.01 -0.27 5.13
H 2.07 -3.29 2.49
H 0.31 -3.90 2.79
C -1.19 -1.40 -5.89
C -1.95 -0.07 -5.52
C -0.82 0.77 -4.96
S 0.22 -0.35 -3.89
O -0.13 -0.22 -2.46
O 1.63 -0.28 -4.34
C -0.51 -1.86 -4.57
H -0.59 -1.29 -6.79
H -1.94 -2.16 -6.12
H -2.75 -0.15 -4.78
H -2.36 0.45 -6.39
H -1.07 1.71 -4.48
H -0.13 0.97 -5.78
H -1.17 -2.28 -3.81
H 0.32 -2.56 -4.63
C 5.69 -1.74 -1.15
C 5.71 -1.09 -2.54
C 4.31 -0.61 -2.77
S 3.83 0.23 -1.16
O 2.42 0.02 -0.80
O 4.38 1.59 -1.29
C 5.01 -0.78 -0.12
H 6.71 -1.84 -0.77
H 5.22 -2.72 -1.03
H 6.06 -1.83 -3.26
H 6.45 -0.28 -2.57
H 3.59 -1.42 -2.87
H 4.17 0.10 -3.59
H 4.31 -1.32 0.51
H 5.67 -0.08 0.39
```

C33H46NP3W as an isolated structure at a distorted geometry, computed with wB97M-V/def2-TZVPD.

Output
energy = -66126.237 eV
LUMO energy (spin up / spin down) = -7.776 / -7.606 eV
2S+1 = 3
total charge = +2
molecular weight = 733.5 Da

Structure (XYZ):
```
84
C33H46NP3W (wB97M-V/def2-TZVPD)
P 2.91 -1.06 -3.08
P 1.91 -2.43 -0.63
C 4.19 -2.14 -2.36
C 3.42 -3.19 -1.59
H 4.90 -1.59 -1.72
H 4.76 -2.68 -3.12
H 3.01 -3.93 -2.29
H 4.04 -3.74 -0.87
C 2.76 -3.24 0.96
H 2.04 -3.64 1.70
H 3.38 -2.49 1.44
H 3.39 -4.08 0.71
C 0.93 -3.94 -0.97
H 1.48 -4.68 -1.53
H 0.04 -3.77 -1.51
H 0.71 -4.41 -0.03
C 3.58 0.57 -3.34
H 2.77 1.30 -3.07
H 3.80 0.64 -4.42
H 4.43 0.76 -2.66
C 2.80 -1.93 -4.67
H 2.05 -2.74 -4.61
H 3.79 -2.36 -4.89
H 2.52 -1.23 -5.47
W 1.22 -0.51 -1.74
C -1.52 -1.57 4.88
C -0.36 -1.99 5.42
C 0.78 -2.60 4.66
C 0.71 -2.08 3.20
C 0.39 -3.28 2.47
C -0.66 -4.09 2.61
C -1.79 -3.75 3.60
C -2.15 -2.22 3.68
C 0.37 0.07 -3.61
H -2.05 -0.75 5.36
H -0.08 -1.79 6.45
H 0.72 -3.70 4.66
H 1.71 -2.43 5.16
H 0.01 -1.26 3.09
H 1.62 -1.62 2.86
H 2.07 0.86 -1.21
H -0.74 -5.06 2.10
H -1.47 -4.12 4.58
H -2.69 -4.37 3.39
H -1.84 -1.65 2.80
H -3.25 -2.11 3.68
H -0.60 -0.42 -3.49
H 0.75 -0.23 -4.60
H 0.15 1.16 -3.61
N 0.13 0.75 -0.91
P -0.89 2.01 -0.43
C -0.14 3.64 -0.76
C -0.16 4.20 -2.05
C 0.54 5.37 -2.32
C 1.34 5.97 -1.33
C 1.32 5.44 -0.03
C 0.55 4.31 0.26
C -2.43 1.98 -1.41
C -3.04 0.75 -1.68
C -4.22 0.71 -2.44
C -4.78 1.88 -2.95
C -4.21 3.11 -2.63
C -3.07 3.16 -1.82
C -1.61 2.22 1.24
C -2.52 3.27 1.49
C -3.13 3.43 2.74
C -2.81 2.55 3.79
C -1.93 1.48 3.53
C -1.38 1.29 2.27
H -0.74 3.73 -2.84
H 0.45 5.84 -3.30
H 1.96 6.84 -1.57
H 1.90 5.94 0.76
H 0.50 3.94 1.29
H -2.59 -0.17 -1.32
H -4.70 -0.25 -2.63
H -5.67 1.83 -3.59
H -4.66 4.04 -3.00
H -2.67 4.14 -1.55
H -2.78 3.97 0.70
H -3.84 4.24 2.91
H -3.24 2.67 4.79
H -1.67 0.81 4.35
H -0.75 0.42 2.06
```

A 2-piece molecular cluster, C2H4N2 overall at a distorted geometry, computed with wB97M-V/def2-TZVPD.

Output
energy = -5115.840 eV
LUMO energy (spin up / spin down) = -0.650 / -0.649 eV
molecular weight = 56.1 Da

Structure (XYZ):
```
8
C2H4N2 (wB97M-V/def2-TZVPD)
C 0.33 0.79 -1.63
C -0.67 0.54 -0.67
N 1.22 1.05 -2.35
N 0.49 -0.68 0.63
H -1.05 1.26 0.02
H -1.35 -0.15 -0.93
H 1.33 -0.91 0.08
H 0.95 0.04 1.17
```

A 2-piece molecular cluster, C7H15N overall, computed with wB97M-V/def2-TZVPD.

Output
SMILES = C/C=C/C.C=CNC
energy = -8990.751 eV
LUMO energy = 1.117 eV
molecular weight = 113.2 Da

Structure (XYZ):
```
23
C7H15N (wB97M-V/def2-TZVPD)
C 0.24 0.06 1.82
C -0.58 0.60 2.72
C -1.96 0.09 2.98
C 1.63 0.51 1.49
H -0.16 -0.73 1.19
H -0.19 1.41 3.33
H -2.10 -0.22 4.02
H -2.70 0.87 2.74
H -2.14 -0.78 2.36
H 1.88 1.42 2.05
H 1.70 0.72 0.43
H 2.41 -0.21 1.75
C 0.85 -2.06 -2.10
C 0.19 -0.94 -1.81
N -0.59 -0.16 -2.66
C -0.11 1.20 -2.89
H 0.75 -2.60 -3.03
H 1.34 -2.61 -1.31
H 0.18 -0.57 -0.79
H -0.74 -0.62 -3.56
H -0.87 1.77 -3.40
H 0.14 1.62 -1.91
H 0.84 1.23 -3.44
```

A 2-piece molecular cluster, C5H10N2 overall at a distorted geometry, computed with wB97M-V/def2-TZVPD.

Output
SMILES = C/C=N\C.CC#N
energy = -8323.465 eV
LUMO energy = 0.722 eV
molecular weight = 98.1 Da

Structure (XYZ):
```
17
C5H10N2 (wB97M-V/def2-TZVPD)
C -2.53 -0.05 0.32
C 2.06 -1.32 -0.78
C 0.45 1.31 -0.42
C 1.21 -0.96 0.36
C -0.41 0.74 1.16
N 0.62 -1.16 1.35
N -1.63 0.61 1.21
H 0.22 1.19 1.91
H -2.13 -0.24 -0.70
H -3.44 0.54 0.20
H -2.78 -1.04 0.72
H 1.48 -1.32 -1.70
H 2.46 -2.33 -0.61
H 2.87 -0.61 -0.89
H 1.50 1.57 -0.34
H 0.14 0.78 -1.33
H -0.08 2.26 -0.44
```

A 3-piece molecular cluster, C3H7O2 overall at a distorted geometry, computed with wB97M-V/def2-TZVPD.

Output
energy = -7317.856 eV
LUMO energy = 4.136 eV
total charge = -1
molecular weight = 75.1 Da

Structure (XYZ):
```
12
C3H7O2 (wB97M-V/def2-TZVPD)
C -2.33 -0.03 0.29
O -3.42 -0.09 0.81
H -1.49 -0.69 0.57
H -2.08 0.77 -0.43
H 1.79 -2.27 -0.87
C 0.87 0.85 0.71
C 0.84 0.62 -0.63
O 0.15 -0.21 -1.27
H 1.43 1.67 1.15
H 0.35 0.20 1.37
H 1.53 1.22 -1.25
H 2.34 -2.05 -0.43
```

C42H96Cl18O24P6 as an isolated structure at a distorted geometry, computed with wB97M-V/def2-TZVPD.

Output
energy = -375397.222 eV
LUMO energy = 0.104 eV
molecular weight = 1809.2 Da

Structure (XYZ):
```
186
C42H96Cl18O24P6 (wB97M-V/def2-TZVPD)
C -0.20 14.78 -15.04
C -0.12 13.37 -14.44
O -0.18 12.32 -15.38
P -1.54 11.48 -15.60
O -2.75 12.34 -15.76
O -1.63 10.61 -14.24
C -0.61 9.69 -13.95
C -0.38 9.60 -12.42
O -1.20 10.48 -16.85
C -0.95 11.08 -18.08
C -2.23 10.81 -18.84
H -1.17 14.93 -15.50
H 0.14 15.57 -14.38
H 0.45 14.97 -15.89
H 0.87 13.18 -14.02
H -0.78 13.27 -13.58
H -0.71 8.67 -14.31
H 0.37 9.97 -14.34
H 0.70 9.59 -12.28
H -0.71 10.44 -11.81
H -1.08 8.87 -12.01
H -0.78 12.15 -17.98
H -0.12 10.68 -18.66
H -2.30 9.73 -18.95
H -3.17 11.06 -18.36
H -2.24 11.29 -19.82
C -5.10 3.57 -8.68
C -4.60 4.73 -7.86
O -5.49 4.80 -6.70
P -5.01 5.54 -5.34
O -3.99 4.86 -4.52
O -4.69 7.05 -5.88
C -5.51 7.89 -6.63
C -4.48 8.84 -7.32
O -6.48 5.86 -4.65
C -7.48 4.79 -4.43
C -8.66 5.24 -3.49
H -6.04 3.89 -9.12
H -4.40 3.45 -9.51
H -4.98 2.60 -8.20
H -3.58 4.52 -7.54
H -4.53 5.66 -8.43
H -5.99 7.20 -7.32
H -6.24 8.34 -5.95
H -3.68 8.30 -7.82
H -4.97 9.55 -7.98
H -3.99 9.30 -6.46
H -7.99 4.29 -5.25
H -6.92 3.97 -3.98
H -8.34 5.34 -2.46
H -8.91 6.24 -3.84
H -9.59 4.67 -3.50
C 4.96 14.34 -6.24
C 6.20 13.56 -6.77
O 6.67 12.72 -5.75
P 7.59 13.33 -4.58
O 7.08 14.50 -3.87
O 7.97 12.05 -3.64
C 8.79 12.18 -2.52
C 9.04 10.77 -1.82
O 9.01 13.56 -5.35
C 9.52 14.81 -5.82
C 10.30 15.42 -4.62
H 4.12 13.70 -5.97
H 5.08 14.87 -5.30
H 4.56 15.01 -7.00
H 5.89 13.01 -7.66
H 7.00 14.22 -7.12
H 9.65 12.73 -2.93
H 8.22 12.88 -1.91
H 9.69 10.67 -0.95
H 8.06 10.52 -1.40
H 9.31 9.92 -2.43
H 10.10 14.79 -6.74
H 8.70 15.40 -6.21
H 11.24 14.89 -4.47
H 10.71 16.40 -4.86
H 9.63 15.44 -3.76
C -5.07 13.20 -1.06
C -6.19 13.49 -2.09
O -7.08 12.48 -2.33
P -6.53 11.49 -3.49
O -5.81 12.08 -4.64
O -5.68 10.43 -2.63
C -5.10 9.42 -3.28
C -4.27 8.62 -2.24
O -7.90 10.63 -3.92
C -8.77 11.08 -4.91
C -8.60 10.30 -6.23
H -4.21 12.88 -1.64
H -4.87 13.99 -0.34
H -5.26 12.24 -0.56
H -6.91 14.09 -1.54
H -5.98 14.16 -2.93
H -5.96 8.81 -3.57
H -4.54 9.56 -4.20
H -3.39 9.21 -1.99
H -5.04 8.52 -1.48
H -3.97 7.63 -2.60
H -9.78 10.90 -4.57
H -8.73 12.16 -5.08
H -7.58 10.24 -6.61
H -8.99 9.30 -6.04
H -9.17 10.70 -7.06
C -0.20 15.77 -4.92
C -0.47 16.22 -3.55
O 0.62 16.31 -2.80
P 0.82 17.29 -1.44
O 0.66 18.75 -1.78
O 2.33 16.94 -0.84
C 3.27 17.99 -0.56
C 4.24 18.06 -1.84
O -0.12 16.59 -0.40
C -1.20 17.18 0.26
C -0.83 17.74 1.65
H 0.24 14.77 -4.88
H -1.00 15.58 -5.63
H 0.49 16.47 -5.39
H -1.01 17.17 -3.48
H -1.10 15.54 -2.97
H 2.87 18.97 -0.32
H 3.88 17.62 0.26
H 4.99 17.28 -1.99
H 3.61 18.21 -2.72
H 4.84 18.97 -1.76
H -1.84 17.89 -0.26
H -1.81 16.31 0.50
H -1.68 18.23 2.13
H -0.44 16.90 2.23
H 0.03 18.41 1.54
C -0.35 5.42 -10.87
C -1.15 4.90 -9.74
O -0.22 4.07 -9.04
P 0.44 4.56 -7.63
O 1.08 3.57 -6.70
O 1.33 5.78 -8.07
C 2.70 5.78 -7.80
C 3.47 5.50 -9.13
O -0.90 5.18 -6.99
C -0.96 5.85 -5.79
C -0.50 5.05 -4.56
H 0.70 5.63 -10.65
H -0.39 4.80 -11.77
H -0.78 6.29 -11.36
H -1.57 5.70 -9.13
H -1.97 4.36 -10.22
H 2.91 6.79 -7.47
H 2.93 5.01 -7.05
H 3.63 4.43 -9.29
H 2.94 5.90 -9.99
H 4.42 6.03 -9.16
H -0.57 6.84 -5.99
H -2.01 6.04 -5.59
H -0.63 5.82 -3.81
H -1.18 4.27 -4.24
H 0.58 4.90 -4.51
C 2.59 13.83 -10.40
Cl 1.57 12.55 -10.99
Cl 4.17 13.04 -10.19
Cl 2.13 14.57 -8.85
H 2.52 14.65 -11.12
C -4.53 14.07 -7.47
Cl -3.45 13.86 -6.11
Cl -5.53 15.58 -7.26
Cl -5.60 12.68 -7.50
H -3.89 14.10 -8.35
C -1.46 16.63 -10.37
Cl -1.51 15.28 -9.29
Cl -0.11 16.42 -11.59
Cl -1.41 18.18 -9.46
H -2.39 16.63 -10.94
C 3.79 10.60 -5.97
Cl 2.34 10.29 -5.01
Cl 3.41 10.71 -7.72
Cl 4.87 9.20 -5.85
H 4.21 11.56 -5.67
C 1.37 8.47 -1.78
Cl -0.28 8.00 -2.11
Cl 2.50 7.15 -2.04
Cl 1.61 9.25 -0.24
H 1.62 9.30 -2.43
C -1.12 11.18 -6.79
Cl -0.66 10.69 -8.45
Cl -0.18 12.63 -6.46
Cl -1.13 9.72 -5.73
H -2.16 11.40 -6.99
```